No. 1
Below is a cluster of 11 separate species, C6H33NO11 in total in a non-equilibrium geometry, with properties calculated with ωB97M-V/def2-TZVPD.

The highest occupied orbital energy (spin up / spin down) comes out at -13.81 / -13.80 eV. The spin multiplicity is 2. Its energy above the lowest of the compared OMol25 structures with the same formula, charge and spin is 26.9 kcal/mol. For the strongest force on any atom, the calculation gives 3.687 eV/Å. As for the total charge: +1. As for the frontier orbital gap (spin up / spin down): 10.624 / 5.533 eV.

Geometry as XYZ:
```
51
Properties=species:S:1:pos:R:3:lowdin_spin:R:1
O 0.142 -3.102 -0.308 0.27
C -0.273 -1.989 -0.664 -0.01
N -0.004 -0.917 0.191 0.50
C -0.574 0.345 -0.107 0.09
C 0.598 1.357 0.154 0.07
C 0.586 1.696 1.658 0.00
C 1.828 1.205 2.537 0.00
C -1.023 -1.828 -1.941 -0.01
H 0.452 -1.175 1.072 0.01
H -1.444 0.750 0.540 0.04
H -1.067 0.300 -1.067 0.00
H 0.522 2.310 -0.313 0.01
H 1.586 0.957 -0.058 0.00
H -0.385 1.494 2.167 0.00
H 0.493 2.771 1.909 0.00
H 2.765 1.059 1.986 0.00
H 1.699 0.200 3.117 0.00
H 1.996 2.027 3.183 0.00
H -2.097 -1.801 -1.919 0.00
H -0.883 -2.813 -2.497 0.00
H -0.678 -0.997 -2.605 0.00
H -2.567 1.729 1.787 0.00
H -3.939 1.154 2.281 0.00
O -3.082 0.934 1.889 0.01
H -0.291 -2.834 2.206 0.00
H 1.247 -3.100 1.668 0.00
O 0.639 -2.669 2.240 0.00
H 1.997 -3.499 -0.241 0.00
H 2.636 -3.430 -1.664 0.00
O 2.750 -3.727 -0.776 0.01
H -1.900 3.042 -2.719 0.00
H -2.678 2.017 -1.743 0.00
O -2.282 2.165 -2.611 0.00
H 0.128 2.578 -3.761 0.00
H -0.296 1.605 -2.804 0.00
O 0.408 2.241 -2.900 0.00
H 3.043 -1.621 -2.902 0.00
H 2.772 -0.469 -1.877 0.00
O 2.360 -1.120 -2.449 0.00
H -2.985 -0.316 0.241 0.00
H -4.426 -0.877 0.475 0.00
O -3.874 -0.257 -0.054 0.00
H 4.095 -2.171 -0.906 0.00
H 3.300 -0.924 -0.318 0.00
O 4.236 -1.250 -0.665 0.00
H -2.151 -1.908 3.830 0.00
H -1.498 -0.558 3.777 0.00
O -1.766 -1.287 3.203 0.00
H 0.072 4.542 -0.055 0.00
H 0.250 3.960 -1.407 0.00
O -0.438 4.199 -0.777 0.00
```


No. 2
Below is a cluster of 11 separate species, C6H34N12O11 in total in a non-equilibrium geometry, with properties calculated with ωB97M-V/def2-TZVPD.

The highest occupied orbital energy comes out at -9.01 eV. Its energy above the lowest of the compared OMol25 structures with the same formula, charge and spin is 17.3 kcal/mol. For the strongest force on any atom, the calculation gives 3.003 eV/Å. Its SMILES is NC(N)=O.NC(N)=O.NC(N)=O.NC(N)=O.NC(N)=O.NC(N)=O.O.O.O.O.O. As for the frontier orbital gap: 8.815 eV.

Geometry as XYZ:
```
63
Properties=species:S:1:pos:R:3:lowdin_charge:R:1
N 7.846 -7.664 5.588 0.18
C 8.271 -8.912 5.932 -0.58
N 7.223 -9.732 6.254 0.20
O 9.437 -9.312 5.750 -0.01
H 8.537 -6.951 5.789 0.07
H 6.903 -7.418 5.844 0.05
H 7.398 -10.708 6.397 0.08
H 6.297 -9.338 6.294 0.05
N 11.011 -3.434 4.519 0.14
C 10.677 -4.709 4.173 -0.68
N 9.361 -4.994 4.255 0.15
O 11.529 -5.450 3.687 0.03
H 11.950 -3.107 4.397 0.10
H 10.321 -2.735 4.725 0.09
H 8.615 -4.330 4.329 0.10
H 9.079 -5.954 4.176 0.07
N 2.199 -8.609 6.793 0.19
C 3.247 -8.583 5.967 -0.66
N 3.031 -8.389 4.651 0.18
O 4.431 -8.549 6.367 -0.04
H 1.248 -8.660 6.473 0.11
H 2.338 -8.565 7.787 0.12
H 3.815 -8.266 4.039 0.12
H 2.112 -8.204 4.289 0.11
N 7.518 -11.478 8.689 0.16
C 6.180 -11.406 8.722 -0.65
N 5.680 -12.530 8.095 0.16
O 5.447 -10.532 9.185 0.01
H 8.134 -10.740 8.978 0.12
H 7.916 -12.310 8.305 0.09
H 6.199 -13.192 7.565 0.09
H 4.691 -12.703 8.145 0.09
N 4.549 -11.095 4.250 0.18
C 3.918 -12.248 4.515 -0.69
N 3.236 -12.245 5.704 0.16
O 3.957 -13.206 3.739 0.01
H 5.147 -11.233 3.442 0.12
H 4.742 -10.371 4.918 0.05
H 2.658 -12.999 6.021 0.10
H 3.128 -11.339 6.122 0.07
N 9.539 -12.051 3.940 0.18
C 8.326 -12.345 3.458 -0.70
N 7.547 -13.178 4.191 0.15
O 7.893 -12.052 2.330 -0.01
H 9.934 -12.346 4.826 0.07
H 10.037 -11.508 3.249 0.11
H 6.647 -13.424 3.818 0.08
H 7.900 -13.560 5.050 0.08
O 6.185 -7.946 8.872 -0.08
H 5.331 -7.646 9.198 0.04
H 6.188 -8.910 9.057 0.00
O 10.214 -8.761 2.951 -0.06
H 9.792 -9.025 3.783 -0.01
H 9.922 -7.858 2.797 0.01
O 5.729 -6.141 6.850 -0.08
H 5.350 -6.940 7.255 -0.01
H 5.885 -5.545 7.590 0.04
O 10.138 -11.717 6.709 -0.10
H 9.795 -10.827 6.441 -0.01
H 10.793 -11.551 7.394 0.05
O 9.061 -5.170 7.100 -0.05
H 8.115 -5.045 7.245 0.02
H 9.419 -5.360 7.974 0.05
```


No. 3
Below is a cluster of 11 separate species, C6H34NO10 in total in a non-equilibrium geometry, with properties calculated with ωB97M-V/def2-TZVPD.

The highest occupied orbital energy comes out at -11.57 eV. Its energy above the lowest of the compared OMol25 structures with the same formula, charge and spin is 99.3 kcal/mol. For the strongest force on any atom, the calculation gives 5.794 eV/Å. As for the total charge: +1. As for the frontier orbital gap: 9.001 eV.

Geometry as XYZ:
```
51
Properties=species:S:1:pos:R:3:lowdin_charge:R:1
C 1.402 1.275 0.979 -0.21
C 0.369 2.441 0.728 -0.13
C -1.093 1.876 0.386 -0.18
C -2.098 0.095 -2.958 -0.15
C -2.046 0.983 -1.692 -0.13
C -0.962 1.104 -0.896 -0.15
N 0.988 0.016 1.681 0.17
H 1.748 0.855 -0.010 0.08
H 2.303 1.803 1.347 0.13
H 0.384 2.972 1.712 0.08
H 0.720 3.088 -0.147 0.14
H -1.508 1.440 1.209 0.06
H -1.732 2.763 0.141 0.13
H -1.328 -0.500 -3.502 0.07
H -3.083 -0.506 -3.051 0.09
H -2.111 0.931 -3.731 0.08
H -3.216 1.307 -1.562 0.17
H 0.047 0.749 -1.067 0.06
H 1.022 0.155 2.648 0.09
H 1.723 -0.803 1.605 0.19
H -0.010 -0.258 1.344 0.17
H 2.491 1.814 -2.354 0.04
H 0.930 1.750 -2.830 0.06
O 1.691 1.291 -2.503 -0.04
H -0.023 -3.044 2.699 0.03
H -0.386 -2.471 1.327 -0.01
O -0.137 -2.253 2.237 -0.05
H -3.436 -1.164 1.171 0.01
H -4.260 -2.423 0.966 0.04
O -3.592 -1.891 0.572 -0.04
H -3.235 -2.321 -1.248 0.05
H -2.855 -3.169 -2.327 0.09
O -2.442 -2.419 -1.844 -0.10
H 1.611 -0.335 -1.977 -0.06
H 2.154 -1.728 -2.232 0.15
O 1.674 -1.137 -1.571 -0.04
H 0.343 -2.039 -0.869 -0.01
H -1.166 -2.396 -0.580 0.01
O -0.250 -2.557 -0.335 -0.05
H 1.191 3.039 3.335 0.07
H 1.386 2.075 4.346 0.03
O 1.168 2.088 3.454 -0.02
H -3.304 -1.224 3.798 0.08
H -2.289 -2.030 2.976 0.08
O -2.777 -1.123 2.955 -0.12
H 4.004 -0.719 0.826 0.01
H 2.787 -0.789 -0.078 0.00
O 3.603 -0.339 0.127 0.00
H 4.862 1.078 -2.408 0.07
H 4.445 1.127 -1.008 -0.05
O 4.292 1.522 -1.788 0.01
```


No. 4
Below is a cluster of 11 separate species, C6H34NO10 in total in a non-equilibrium geometry, with properties calculated with ωB97M-V/def2-TZVPD.

The highest occupied orbital energy comes out at -12.25 eV. Its energy above the lowest of the compared OMol25 structures with the same formula, charge and spin is 42.7 kcal/mol. For the strongest force on any atom, the calculation gives 2.910 eV/Å. As for the total charge: +1. As for the frontier orbital gap: 9.487 eV.

Geometry as XYZ:
```
51
Properties=species:S:1:pos:R:3:lowdin_charge:R:1
C 0.693 -0.105 1.247 -0.11
C 0.789 1.244 0.522 -0.13
C 2.047 1.617 -0.251 -0.29
C 2.571 0.823 -1.185 0.04
C 2.208 3.139 -0.483 -0.20
C 1.299 3.529 -1.643 -0.09
N -0.018 -1.041 0.309 0.20
H 0.116 0.096 2.144 0.09
H 1.562 -0.621 1.636 0.10
H 0.816 2.007 1.310 0.12
H -0.130 1.428 -0.036 0.12
H 3.296 1.142 -1.925 0.08
H 2.284 -0.205 -1.410 0.07
H 1.923 3.556 0.485 0.10
H 3.222 3.375 -0.746 0.10
H 0.344 3.003 -1.662 0.06
H 0.833 4.524 -1.587 0.08
H 1.862 3.479 -2.569 0.08
H 0.261 -2.030 0.399 0.13
H -0.033 -0.774 -0.679 0.10
H -0.996 -1.096 0.585 0.09
H -2.894 0.525 0.980 0.08
H -3.948 -0.495 1.346 0.08
O -2.990 -0.365 1.339 -0.06
H 3.597 -1.322 2.350 0.01
H 3.378 -1.764 3.814 0.07
O 3.072 -1.909 2.914 -0.05
H 5.237 0.682 1.117 0.06
H 4.281 -0.350 0.606 0.03
O 4.677 -0.038 1.430 -0.05
H -5.550 0.532 -1.183 0.05
H -4.330 -0.240 -0.943 0.00
O -5.254 -0.218 -0.650 -0.05
H -2.046 1.401 -3.490 0.06
H -1.284 1.824 -4.655 0.08
O -1.125 1.606 -3.723 -0.04
H 2.417 -3.004 1.582 0.00
H 1.409 -4.067 1.911 0.05
O 1.812 -3.638 1.149 -0.07
H -1.477 -1.104 -2.732 0.01
H -0.571 0.039 -3.141 0.01
O -0.579 -0.769 -2.582 -0.08
H -2.007 -0.336 3.117 0.01
H -1.683 0.562 4.421 0.05
O -1.482 0.370 3.504 -0.06
H -2.839 -2.598 -2.093 0.06
H -4.117 -1.957 -2.527 0.07
O -3.273 -1.738 -2.102 -0.05
H -2.528 -3.612 1.595 0.06
H -2.601 -2.132 1.263 -0.01
O -2.252 -2.975 0.924 -0.05
```